{
  "formula": "C25H45BrClFI3O9PS",
  "method": "ωB97M-V/def2-TZVPD",
  "max_force_ev_per_a": 1.1,
  "e_tot_ha": -6423.2923,
  "total_charge": 0,
  "mol_weight_g_mol": 1067.73,
  "symbols": ["C", "C", "C", "C", "C", "I", "C", "C", "C", "C", "C", "C", "C", "C", "O", "C", "C", "O", "C", "Cl", "C", "I", "C", "C", "I", "C", "C", "C", "F", "P", "O", "Br", "O", "S", "O", "O", "H", "H", "H", "H", "H", "H", "H", "H", "H", "H", "H", "H", "H", "H", "H", "H", "H", "H", "H", "H", "H", "H", "H", "H", "H", "H", "H", "H", "H", "H", "H", "H", "H", "C", "O", "H", "H", "H", "H", "C", "O", "H", "H", "H", "H", "C", "O", "H", "H", "H", "H"],
  "positions_angstrom": [[0.2367, 2.7221, 2.7840], [0.9273, 2.4729, 1.8321], [1.6976, 2.1284, 0.6448], [1.8174, 0.6041, 0.3613], [2.1653, -0.2386, 1.6424], [0.4416, -0.9488, 2.7510], [3.2233, 0.3874, 2.5827], [3.0216, 0.3455, 4.0906], [0.5896, -0.0281, -0.4183], [-0.7261, 0.7175, -0.1282], [-1.0863, 2.0567, -0.8023], [-2.3806, 2.0196, -1.6477], [-3.6183, 2.4253, -0.8349], [-3.7350, 1.6628, 0.4672], [-5.0609, 1.8487, 0.9889], [-5.5590, 0.8379, 1.7515], [-4.6225, 0.2686, 2.7918], [-6.6897, 0.4609, 1.5963], [0.7404, -0.5724, -1.8707], [0.7338, 0.8061, -3.0765], [-0.5830, -1.3452, -2.3069], [-1.4408, -2.6545, -0.8146], [-0.5203, -2.0051, -3.7225], [-0.9605, -1.0511, -4.8478], [-1.8826, -3.6955, -3.8742], [2.0656, -1.3842, -2.0911], [2.6071, -1.4049, -3.5581], [3.5418, -2.5257, -3.9442], [3.3269, -0.2456, -3.7287], [1.8313, -3.0619, -1.1495], [1.4377, -3.9920, -2.4287], [3.9272, -3.7199, -0.6453], [3.1823, -0.8881, -1.3145], [3.2944, 0.5668, -0.6939], [3.1975, 1.6135, -1.6513], [4.4788, 0.4914, 0.0955], [-0.4470, 2.8327, 3.5838], [2.7116, 2.5055, 0.8028], [1.3519, 2.6551, -0.2372], [2.5679, -1.1744, 1.2574], [4.1502, -0.1446, 2.3820], [3.4393, 1.4167, 2.3092], [3.9091, 0.8037, 4.5276], [2.9781, -0.6633, 4.4955], [2.1764, 0.9438, 4.4279], [0.4883, -0.9815, 0.1074], [-0.7257, 0.8860, 0.9454], [-1.5630, 0.0411, -0.2718], [-1.2944, 2.7929, -0.0229], [-0.3024, 2.4894, -1.4125], [-2.2781, 2.7505, -2.4477], [-2.5743, 1.0233, -2.0495], [-4.5028, 2.1625, -1.4199], [-3.6570, 3.5035, -0.6825], [-3.5613, 0.6013, 0.2793], [-3.0170, 2.0338, 1.2039], [-5.2146, -0.2106, 3.5632], [-3.9726, -0.4742, 2.3269], [-3.9824, 1.0414, 3.2118], [-1.3220, -0.5599, -2.3911], [0.4134, -2.4984, -3.9402], [-1.5662, -0.2439, -4.4421], [-0.0880, -0.5790, -5.2983], [-1.5231, -1.5660, -5.6164], [1.7976, -1.3544, -4.2785], [4.3331, -2.6682, -3.2171], [4.0201, -2.1937, -4.8666], [3.0171, -3.4445, -4.1754], [1.4312, -4.9244, -2.1783], [6.2091, -0.4419, 6.3969], [5.9800, 0.3977, 5.2712], [5.3520, -0.3317, 7.0569], [6.2955, -1.4917, 6.1045], [7.1111, -0.1496, 6.9402], [6.7310, 0.3076, 4.6780], [-2.4814, 5.6464, 2.1285], [-1.6809, 5.3010, 1.0045], [-3.2485, 6.3333, 1.7816], [-2.9643, 4.7619, 2.5556], [-1.8787, 6.1405, 2.8950], [-1.0006, 4.6812, 1.2861], [-5.5071, -5.3046, -2.0754], [-4.5734, -5.5420, -3.1231], [-6.2999, -4.6871, -2.4891], [-5.9425, -6.2368, -1.7070], [-5.0467, -4.7697, -1.2402], [-3.8678, -6.0914, -2.7705]]
}


{
  "formula": "C28H65NO6P",
  "method": "ωB97M-V/def2-TZVPD",
  "max_force_ev_per_a": 5.3,
  "e_tot_ha": -1952.7715,
  "total_charge": 1,
  "mol_weight_g_mol": 542.80,
  "symbols": ["C", "N", "C", "P", "C", "C", "C", "C", "C", "C", "C", "C", "H", "H", "H", "H", "H", "H", "H", "H", "H", "H", "H", "H", "H", "H", "H", "H", "H", "C", "C", "C", "O", "H", "H", "H", "H", "H", "H", "H", "H", "C", "C", "C", "O", "H", "H", "H", "H", "H", "H", "H", "H", "C", "C", "C", "O", "H", "H", "H", "H", "H", "H", "H", "H", "C", "C", "C", "O", "H", "H", "H", "H", "H", "H", "H", "H", "C", "C", "C", "O", "H", "H", "H", "H", "H", "H", "H", "H", "C", "C", "C", "O", "H", "H", "H", "H", "H", "H", "H", "H"],
  "positions_angstrom": [[-2.5497, 3.7701, 3.3131], [-3.2917, 2.6058, 2.6915], [-2.6986, 2.2480, 1.3283], [-1.0168, 1.4096, 1.6680], [0.5101, 2.5500, 1.2652], [1.7526, 1.9150, 2.1873], [1.9731, 2.5590, 3.6842], [3.1786, 1.8791, 4.6022], [4.0373, 0.6206, 3.9667], [3.8153, 0.0069, 2.4458], [4.6774, -1.2161, 1.7749], [2.6201, 0.6827, 1.5399], [-1.4784, 3.4734, 3.7456], [-3.2103, 4.1899, 4.2024], [-2.4702, 4.6268, 2.4940], [-4.3231, 2.7616, 2.6372], [-3.4103, 1.4033, 0.8786], [-2.6704, 3.1465, 0.5785], [-0.9293, 1.1875, 3.1172], [-0.8481, 0.1340, 0.9954], [0.7781, 2.5578, 0.1198], [0.2930, 3.6527, 1.6201], [1.2836, 3.4397, 4.0281], [3.3268, 2.3252, 5.6800], [4.8741, 0.1281, 4.6589], [4.7326, -1.0198, 0.6059], [4.1970, -2.2848, 1.9002], [5.7674, -1.2174, 2.2397], [2.3364, 0.3346, 0.4565], [-2.6480, 1.6685, -3.1847], [-1.1541, 1.8245, -2.9492], [-0.3484, 0.9748, -3.9190], [-0.8438, 1.4384, -1.6128], [-2.9620, 0.6295, -3.0343], [-3.2155, 2.2761, -2.4716], [-2.9215, 1.9728, -4.1998], [-0.8719, 2.8771, -3.0601], [-0.5810, -0.0889, -3.7947], [0.7245, 1.0875, -3.7297], [-0.5529, 1.2583, -4.9562], [-1.0910, 0.5050, -1.5052], [-6.4027, -0.6779, 2.1712], [-7.1462, 0.0959, 3.2483], [-7.8094, 1.3399, 2.6791], [-6.2318, 0.4753, 4.2736], [-5.6076, -0.0676, 1.7284], [-5.9201, -1.5640, 2.5977], [-7.0820, -0.9980, 1.3750], [-7.9042, -0.5481, 3.7072], [-7.0641, 2.0218, 2.2542], [-8.3303, 1.8934, 3.4678], [-8.5309, 1.0804, 1.8981], [-5.5550, 1.0474, 3.8752], [2.1900, 0.2104, -7.6079], [0.8656, 0.4600, -8.3116], [1.0540, 1.2973, -9.5666], [-0.0217, 1.1341, -7.4229], [2.6514, 1.1537, -7.2949], [2.0375, -0.3829, -6.6999], [2.8897, -0.3213, -8.2604], [0.4021, -0.4972, -8.5739], [1.4752, 2.2792, -9.3230], [0.0911, 1.4794, -10.0558], [1.7196, 0.7983, -10.2778], [0.3818, 1.9852, -7.1846], [-2.2763, -4.9252, 2.7490], [-2.3777, -3.4134, 2.8747], [-3.2113, -3.0122, 4.0812], [-2.9697, -2.8799, 1.6931], [-3.2666, -5.3746, 2.6153], [-1.6838, -5.1994, 1.8695], [-1.8100, -5.3647, 3.6364], [-1.3740, -2.9832, 2.9613], [-4.2349, -3.3939, 3.9947], [-3.2859, -1.9217, 4.1519], [-2.7731, -3.3943, 5.0085], [-3.8613, -3.2565, 1.6080], [4.8974, 1.8230, -1.1456], [6.3359, 1.5939, -1.5813], [7.3019, 2.4471, -0.7746], [6.4668, 1.9118, -2.9644], [4.6033, 2.8675, -1.2982], [4.2124, 1.2117, -1.7430], [4.7602, 1.5721, -0.0892], [6.5923, 0.5355, -1.4625], [7.0930, 3.5138, -0.9141], [8.3321, 2.2810, -1.1074], [7.2367, 2.2150, 0.2930], [6.2411, 2.8498, -3.0793], [2.7440, -5.6522, 1.5977], [1.3772, -5.1265, 1.1890], [1.4986, -3.9615, 0.2197], [0.6676, -4.7028, 2.3502], [3.3270, -4.8755, 2.1050], [2.6413, -6.4824, 2.3049], [3.3091, -6.0010, 0.7277], [0.7966, -5.9316, 0.7258], [2.0376, -3.1247, 0.6783], [0.5075, -3.5854, -0.0560], [2.0263, -4.2595, -0.6916], [1.1759, -3.9879, 2.7680]]
}


{
  "formula": "C2H12Si3",
  "method": "ωB97M-V/def2-TZVPD",
  "max_force_ev_per_a": 2.8,
  "de_lowest_kcal_mol": 10.9,
  "e_tot_ha": -951.7698,
  "total_charge": 0,
  "smiles": "CC[SiH2][SiH2][SiH3]",
  "mol_weight_g_mol": 120.38,
  "symbols": ["C", "C", "Si", "Si", "Si", "H", "H", "H", "H", "H", "H", "H", "H", "H", "H", "H", "H"],
  "positions_angstrom": [[3.1875, 0.1111, -0.1717], [1.8752, 0.0616, 0.6441], [0.4047, -0.3826, -0.4107], [-1.7758, -0.4414, 0.4636], [-3.6309, 0.6514, -0.3028], [3.1428, 0.0772, -1.2301], [3.7825, 0.9264, 0.2152], [3.7959, -0.6460, 0.2080], [1.3845, 0.9675, 1.1962], [1.8808, -0.6364, 1.4375], [0.5341, 0.4043, -1.6826], [0.7899, -1.7049, -1.1588], [-1.7804, -0.1163, 1.8594], [-1.7204, -1.9008, 0.3749], [-4.3538, 1.1093, 0.9104], [-3.0602, 1.7448, -1.2184], [-4.4564, -0.2253, -1.1343]]
}


{
  "formula": "C39H50N4O4SSb2Sc",
  "method": "ωB97M-V/def2-TZVPD",
  "max_force_ev_per_a": 0.1,
  "de_lowest_kcal_mol": 0.0,
  "e_tot_ha": -3675.5229,
  "total_charge": 1,
  "mol_weight_g_mol": 959.40,
  "symbols": ["Sc", "C", "C", "N", "C", "S", "N", "N", "C", "C", "C", "C", "C", "C", "C", "N", "H", "H", "H", "H", "H", "H", "H", "H", "H", "H", "H", "H", "H", "C", "Sb", "C", "C", "C", "C", "C", "C", "C", "C", "C", "Sb", "C", "C", "H", "H", "H", "H", "H", "H", "H", "H", "H", "H", "H", "H", "H", "H", "H", "H", "H", "H", "H", "H", "C", "C", "C", "C", "C", "C", "C", "O", "C", "C", "C", "H", "H", "H", "H", "H", "H", "H", "H", "H", "H", "H", "H", "O", "C", "C", "C", "C", "C", "C", "C", "O", "O", "H", "H", "H", "H", "H"],
  "positions_angstrom": [[0.7310, 1.0010, 0.9027], [5.3368, 0.8413, 5.0441], [4.9636, -0.5129, 4.4597], [4.5503, -0.4385, 3.0634], [3.3475, 0.0120, 2.6679], [3.1057, 0.1137, 0.9339], [2.4710, 0.2945, 3.5977], [1.2698, 0.7480, 3.1285], [0.3736, 1.0081, 4.0167], [0.5718, 0.8362, 5.4872], [-0.9177, 1.5294, 3.5178], [-1.9436, 1.8923, 4.3782], [-3.1219, 2.4005, 3.8529], [-3.2446, 2.5411, 2.4828], [-2.1770, 2.1632, 1.6866], [-1.0469, 1.6624, 2.1856], [5.6326, 0.7333, 6.0879], [4.4879, 1.5220, 4.9946], [6.1704, 1.2849, 4.4988], [4.1477, -0.9611, 5.0261], [5.8095, -1.1987, 4.5027], [5.2369, -0.5702, 2.3410], [1.5230, 0.3566, 5.6849], [-0.2343, 0.2378, 5.9143], [0.5602, 1.8097, 5.9831], [-1.8223, 1.7872, 5.4455], [-3.9294, 2.6898, 4.5123], [-4.1378, 2.9405, 2.0238], [-2.2154, 2.2828, 0.6111], [-5.8999, 0.9058, -2.8240], [-4.2131, 1.5632, -1.6572], [-4.1413, -0.1201, -0.3212], [-2.5520, 0.9968, -2.9290], [-2.3112, -0.4293, -3.3616], [-3.3557, -1.3437, -3.4690], [-3.1556, -2.6498, -3.8903], [-1.8772, -3.0731, -4.2155], [-0.8265, -2.1740, -4.1334], [-1.0208, -0.8546, -3.7243], [0.1608, 0.0681, -3.7194], [1.3749, -0.0731, -1.9446], [2.2637, -1.9789, -2.3035], [2.9666, 1.1485, -2.6636], [-6.2009, -0.1042, -2.5496], [-5.6612, 0.9308, -3.8865], [-6.7345, 1.5793, -2.6388], [-4.2311, -1.0581, -0.8667], [-4.9563, -0.0421, 0.3981], [-3.1965, -0.1197, 0.2235], [-1.6937, 1.3859, -2.3739], [-2.6358, 1.6461, -3.8083], [-4.3584, -1.0237, -3.2258], [-3.9967, -3.3265, -3.9708], [-1.7013, -4.0863, -4.5544], [0.1697, -2.4901, -4.4232], [-0.1195, 1.1143, -3.8278], [0.8429, -0.1810, -4.5338], [2.6990, -2.0057, -3.3021], [1.5169, -2.7662, -2.2040], [3.0468, -2.1388, -1.5627], [3.2563, 0.8277, -3.6633], [3.8210, 1.0717, -1.9932], [2.6394, 2.1872, -2.6980], [0.8642, -6.7389, -1.7604], [0.7456, -5.4964, -0.9293], [-0.3434, -4.6435, -1.0716], [-0.4644, -3.4815, -0.3279], [-1.6775, -2.6227, -0.5220], [0.5535, -3.1779, 0.6056], [0.5627, -1.9531, 1.3516], [-0.1472, -0.9582, 1.1153], [1.6553, -4.0520, 0.7889], [2.7611, -3.7655, 1.7726], [1.7330, -5.1855, 0.0047], [0.0128, -6.8575, -2.4274], [0.9290, -7.6222, -1.1233], [1.7737, -6.7083, -2.3628], [-1.1210, -4.8876, -1.7856], [-2.3992, -3.1385, -1.1515], [-1.4336, -1.6742, -1.0037], [-2.1445, -2.3821, 0.4332], [1.2730, -1.8795, 2.1809], [3.2693, -2.8252, 1.5491], [3.4995, -4.5639, 1.7416], [2.3830, -3.7054, 2.7951], [2.5804, -5.8514, 0.1195], [-1.8650, 4.1913, -1.4762], [-0.8860, 5.0957, -1.2216], [-1.0036, 6.4190, -1.6367], [-0.0103, 7.3348, -1.3443], [1.1169, 6.9533, -0.6244], [1.2310, 5.6444, -0.2046], [0.2474, 4.6976, -0.5032], [0.4483, 3.3196, -0.0220], [-0.2002, 2.3300, -0.5083], [1.2871, 3.0810, 0.9014], [-2.6239, 4.6403, -1.8667], [-1.8836, 6.7252, -2.1911], [-0.1200, 8.3579, -1.6794], [1.8905, 7.6720, -0.3948], [2.0894, 5.3157, 0.3650]]
}